(1)
Formula: C14H21BrCrSi
Source: OMol25
Level of theory: the ωB97M-V functional and the def2-TZVPD basis

⟨S²⟩ ... 6.032
Strongest force on any atom ... 3.0 eV Å⁻¹
Calculated total energy ... -121198.673 eV
Spin multiplicity ... 5
Charge ... -2

Each line ends with the Löwdin charge.
Geometry (Å):
H 1.37355 1.90627 3.18141  0.02
H -1.04425 -2.29486 2.57294  0.02
C -0.19904 -1.73588 2.99862  -0.23
C 0.97772 1.13327 -3.10125  -0.25
H -2.35579 -1.97411 -0.07312  0.09
H -1.36889 -3.04910 -2.31926  0.08
H 0.94600 2.98493 -1.83572  0.06
H 2.22852 0.33834 3.15396  0.02
C 1.70251 -0.10257 -2.96464  -0.26
C 2.54375 0.01785 -1.80689  -0.29
C 1.32584 1.97632 -2.00575  -0.21
H -2.63651 0.32023 2.75321  0.02
H -0.34067 1.46538 0.44161  0.00
C 0.11273 0.45227 0.61913  -0.37
H 1.21199 0.63032 0.64640  -0.03
H 1.13407 0.72311 4.49453  0.00
H 0.72283 -2.27422 2.73595  0.00
C -1.66655 0.29964 -2.45341  -0.22
H 3.29044 -0.70847 -1.49567  0.04
H 0.40053 1.43230 -3.97745  0.07
C -1.22664 -0.93397 -3.05366  -0.23
Si -0.17101 0.06838 2.45879  0.39
H -2.53312 0.70549 -0.41150  0.09
C -2.06716 -1.42099 -0.95945  -0.24
H 1.70185 -0.93534 -3.66894  0.07
C -1.52314 -1.99245 -2.14565  -0.24
H -0.29616 -1.80382 4.10000  0.01
C -2.17016 -0.00388 -1.14980  -0.21
H -1.63305 1.29019 -2.89673  0.09
H -1.79299 1.91652 2.82676  0.02
H -1.76412 0.80262 4.22235  0.01
C -1.74520 0.85393 3.12073  -0.22
Br 1.21284 -2.34910 -0.42916  0.11
H 2.91242 1.74149 -0.44090  0.07
H -0.79698 -1.07684 -4.04156  0.09
Cr -0.08817 -0.55193 -1.25013  0.08
C 2.34166 1.31486 -1.25566  -0.24
C 1.28037 0.83382 3.40993  -0.22



(2)
Formula: C4H26N8O9
Source: OMol25
Level of theory: the ωB97M-V functional and the def2-TZVPD basis

Strongest force on any atom ... 5.0 eV Å⁻¹
Calculated total energy ... -34920.974 eV
SMILES string ... NC(N)=O.NC(N)=O.NC(N)=O.NC(N)=O.O.O.O.O.O
Charge ... 0
ΔE to the lowest compared entry with this formula, charge and spin ... 2.4387 eV

Each line ends with the Löwdin charge.
Geometry (Å):
N -4.58245 1.76589 -1.00459  0.14
H 1.41740 0.70511 2.98398  0.10
O -0.46953 -3.88051 -1.25994  -0.06
O 4.28140 3.17285 -2.83751  -0.06
O 1.29000 -3.62245 0.69578  0.05
O -2.19927 -2.86895 -3.36116  -0.06
H 0.85975 -1.40541 1.05720  0.11
H 4.41612 2.22527 -2.82433  0.02
H -0.16848 2.87138 0.49567  -0.02
H -1.54916 -3.23783 -2.76324  -0.03
H -2.29815 1.94097 -0.16875  0.07
H 0.31589 1.63956 2.03450  0.07
N 1.29522 0.03301 -1.80324  0.19
N 3.32368 -3.15523 1.44334  0.18
H -0.79708 4.14086 1.02969  0.05
C -0.52962 0.22415 3.21230  -0.74
H 0.76161 2.55071 -2.12950  -0.02
H 2.05898 0.69325 -1.83273  0.12
H -0.44657 -1.37354 -1.71693  0.09
O 1.49212 2.85257 -2.66937  -0.06
H 5.14401 3.53510 -3.03975  0.03
H -5.53761 1.61688 -1.29712  0.11
H -3.91303 2.01948 -1.71711  0.10
H 1.40358 -0.96624 -1.90248  0.12
H 0.16422 -3.46987 -0.67176  -0.02
C -4.26521 1.47962 0.23083  -0.78
C 0.24642 0.39024 -1.14865  -0.69
H 0.89411 -0.64175 4.41489  0.10
O -0.43378 3.30052 1.30911  -0.05
N -0.53403 -0.67182 -0.99579  0.19
O -5.13875 1.09354 0.95116  0.04
H 2.43371 -1.10690 1.92495  0.11
N 1.79236 -1.64622 1.36110  0.19
O -1.67240 0.51114 2.92428  0.05
H -0.71593 -0.69771 5.00714  0.12
H 4.04819 -2.45466 1.50948  0.11
H -0.03014 -4.67176 -1.57151  0.06
H -2.64288 1.33064 1.42952  0.06
C 2.11529 -2.84317 1.07471  -0.80
N -2.95024 1.54098 0.49070  0.17
N -0.08596 -0.45711 4.25525  0.16
H -2.95627 -2.68098 -2.80631  0.03
H 1.25004 2.60393 -3.56145  0.04
N 0.47039 0.87592 2.67721  0.16
O 0.06189 1.55868 -0.74209  -0.03
H 3.62649 -4.10700 1.59344  0.13
H -1.24631 -0.71317 -0.28091  0.12



(3)
Formula: C12H34O7
Source: OMol25
Level of theory: the ωB97M-V functional and the def2-TZVPD basis

Strongest force on any atom ... 1.0 eV Å⁻¹
Calculated total energy ... -27324.165 eV
SMILES string ... C1CCOC1.COCCOC.CO.CO.CO.CO
Charge ... 0

Each line ends with the Löwdin charge.
Geometry (Å):
C -23.83983 16.89794 -11.91927  -0.20
C -31.60270 19.28404 -15.87925  -0.12
H -31.72836 20.35223 -16.08879  0.09
H -25.96758 19.67932 -14.01224  0.08
H -25.10513 18.05908 -9.10006  0.10
C -24.58891 18.04153 -11.22119  -0.17
H -24.85875 14.36511 -15.12821  0.07
H -25.84656 12.61755 -14.05597  0.07
O -23.37514 16.93066 -15.57687  -0.14
O -24.99773 12.39853 -14.44838  -0.11
O -23.93854 11.35818 -18.00693  -0.12
H -24.26837 17.19784 -15.33544  0.01
C -27.31548 16.43744 -17.80859  -0.11
C -29.51633 19.17602 -16.91117  -0.23
C -24.69612 13.33485 -15.46923  -0.17
H -22.60712 12.96499 -18.08015  0.07
H -27.68044 18.88825 -17.90590  0.12
H -32.57683 18.79614 -15.86791  0.09
H -26.46169 17.11153 -17.69692  0.06
O -24.05660 15.78517 -11.05179  -0.14
C -25.80681 19.17369 -14.96505  -0.12
H -23.18972 10.85503 -17.67787  0.08
H -25.34631 13.18611 -16.33838  0.07
H -22.78730 17.13758 -12.09758  0.13
H -29.05680 19.17055 -15.91157  0.12
O -30.82087 18.65909 -16.86068  -0.17
O -28.50025 17.05860 -17.37897  -0.17
H -26.41869 19.67122 -15.72394  0.07
H -22.39409 16.86979 -17.36743  0.08
H -23.54132 15.50730 -17.06930  0.06
H -24.61237 15.69626 -9.04641  0.11
H -23.08307 12.31799 -19.64996  0.08
C -28.65411 18.36963 -17.84663  -0.23
H -24.76373 19.23601 -15.25965  0.08
H -24.32954 16.61479 -12.84948  0.10
C -24.27472 17.78028 -9.74944  -0.16
H -25.64777 17.87762 -11.42442  0.11
H -24.30024 19.04221 -11.53896  0.11
H -27.00352 17.68645 -14.46060  0.09
H -29.04520 18.39307 -18.87380  0.13
C -23.36049 16.57682 -16.96488  -0.13
C -23.96198 16.26026 -9.71398  -0.20
H -27.39435 16.06426 -18.83719  0.09
H -22.93535 16.09481 -9.35752  0.11
C -23.44320 12.52776 -18.63549  -0.18
O -26.14025 17.78287 -14.87250  -0.14
H -23.39958 18.32415 -9.39372  0.10
H -31.16659 19.14731 -14.87938  0.09
H -23.65499 13.20369 -15.74155  0.07
H -29.52823 20.21785 -17.27308  0.13
H -24.23681 13.26712 -18.71107  0.07
H -24.12537 17.14723 -17.49755  0.07
H -27.14181 15.56811 -17.17279  0.09



(4)
Formula: C28H56ClIN2O11PS6
Source: OMol25
Level of theory: the ωB97M-V functional and the def2-TZVPD basis

Strongest force on any atom ... 2.9 eV Å⁻¹
Calculated total energy ... -150361.448 eV
Charge ... +1
ΔE to the lowest compared entry with this formula, charge and spin ... 0.6294 eV

Each line ends with the Löwdin charge.
Geometry (Å):
C 7.52744 0.67429 -0.51055  -0.24
H 0.57224 -3.50972 -0.27280  0.04
C -6.50460 1.37101 -2.02410  -0.20
C -5.13463 1.22789 -1.35124  -0.22
N -0.69016 -2.42694 2.23072  -0.39
O 2.95050 1.97296 -1.19362  -0.36
H -2.99951 -0.40089 -6.89224  0.10
H 6.72519 -0.00922 -0.78132  0.10
H 7.82169 -0.30140 1.39173  0.11
H 10.59554 -0.24594 0.52097  0.11
H 2.64043 4.82213 -4.40482  0.12
H 3.09321 -2.28155 3.06587  0.13
S -5.10412 -1.14809 4.73570  0.69
H 0.77505 -4.55937 1.12736  0.08
C -6.39011 -2.04060 5.60739  -0.21
C -1.98182 -0.70775 -6.65601  -0.22
H 1.80658 2.81562 -3.38499  0.11
S 2.40818 3.31474 -1.15264  0.65
C -6.15402 0.12723 4.06748  -0.22
C 3.76212 4.47890 -1.20355  -0.23
O -0.42098 0.46168 -4.86148  -0.34
H -1.85187 -3.85566 -5.28457  0.12
C -1.40541 -1.93931 -4.35821  -0.26
C -0.80966 -1.33346 2.92109  -0.41
C 3.53581 -1.39668 2.57998  -0.41
H -8.31332 0.25118 3.91778  0.12
H 1.24244 -2.83251 2.60208  0.14
H 3.03921 -1.20081 0.48696  0.10
C 0.46065 -0.48204 2.86516  -0.54
H 4.83583 -2.85541 1.55822  0.09
O -7.76267 0.39104 1.17429  -0.33
O -4.62382 -1.97079 3.63850  -0.36
H 4.42021 -0.74593 4.19147  0.10
H 9.60407 1.22492 2.13746  0.11
C 3.99446 4.71567 -2.69290  -0.21
Cl -1.85014 -3.60956 1.97588  0.91
O -6.29390 -1.42188 0.23179  -0.32
H 1.07305 -0.55943 3.77136  0.11
H 7.06268 1.28838 1.52316  0.11
H -6.92402 2.35257 -1.79207  0.12
H 7.31750 1.67087 -0.89934  0.10
H -4.58496 0.64113 0.69708  0.10
H 3.43296 5.38958 -0.70290  0.11
H -1.97216 -1.47788 4.50162  0.13
I -0.27286 1.54061 2.66751  1.01
H -5.79989 0.41400 3.08019  0.09
O 1.47747 3.72212 -0.12611  -0.35
H -0.33390 -2.13670 -4.37692  0.09
C 2.68409 -0.80820 1.44429  -0.15
H -7.61634 -1.21011 3.22554  0.11
C 9.21305 1.33387 1.12635  -0.21
H -4.49842 2.09159 -1.53981  0.12
H 1.24249 1.02459 -0.05643  -0.05
H -0.77929 -2.47115 -7.00161  0.12
H -5.74335 1.99818 0.58888  0.11
C -1.81328 -2.22945 -6.74602  -0.21
H -1.78436 -2.03068 -3.34304  0.09
H -4.62331 0.34292 -1.73760  0.11
O 3.77883 -0.38844 3.55910  -0.04
H -1.27776 -0.17905 -7.29423  0.10
H 4.62525 4.05930 -0.69070  0.10
H 5.09210 -1.16208 1.12158  0.07
C -7.41299 0.27340 -1.45582  -0.21
H -2.78108 -1.44033 3.10637  0.04
H -8.55226 -1.88902 5.40330  0.12
N -1.97652 -1.01650 3.58489  0.11
O 9.04821 -1.32201 -1.28760  -0.32
H -3.22495 -2.74984 -5.19122  0.12
C -7.68021 -1.23698 5.39066  -0.20
S -1.66064 -0.27011 -4.94519  0.65
C 1.06786 -3.59032 0.69514  -0.06
H 2.16676 5.81314 -3.03134  0.12
H -6.43002 1.29522 -3.10788  0.12
H -6.10938 0.98011 4.74526  0.12
H 0.69499 4.00256 -2.65570  0.11
S -6.80577 -0.07370 0.19581  0.66
C -5.42115 1.05861 0.13818  -0.24
H -7.34338 -0.64642 -2.03420  0.11
C -2.14790 -2.81041 -5.36650  -0.22
H -0.87175 0.03928 0.05250  -0.03
S 1.00733 -1.14996 -1.65437  0.23
H 4.51319 3.85926 -3.13046  0.12
C 10.12502 0.64321 0.10456  -0.22
C 2.60052 4.85219 -3.31702  -0.21
O -4.18331 -0.56806 5.68568  -0.33
H -6.45932 -3.03627 5.17122  0.11
C 1.17205 -1.05026 1.55458  -0.55
P 0.51813 -0.19820 -0.01639  0.41
H -6.11989 -2.11438 6.65843  0.11
C 0.69172 -2.50180 1.69908  -0.35
C 4.90303 -1.84068 1.96439  -0.02
H -8.45077 0.59227 -1.39081  0.11
C 7.81760 0.71361 0.98582  -0.23
H 5.71390 -1.70074 2.68498  0.08
H -2.44882 -2.64798 -7.52554  0.12
H 10.88513 1.31523 -0.28664  0.10
O 9.33991 0.90900 -2.41422  -0.32
H 2.82400 0.28230 1.46992  0.13
O -2.87982 0.23990 -4.36129  -0.34
H -7.80294 -0.51038 6.19708  0.12
C -7.53913 -0.50101 4.05073  -0.22
H 4.60421 5.60156 -2.86444  0.12
S 9.06081 0.11825 -1.24328  0.66
H 9.15954 2.40317 0.90969  0.12
C 1.73662 3.71042 -2.76712  -0.21
H 2.15575 -3.62768 0.59615  0.09